The following is a DFT calculation (ωB97M-V with the def2-TZVPD basis set) of a structure of composition C27H29BBrN6O4S3Y at a distorted geometry.

CARTESIAN COORDINATES (ANGSTROEM)
Y (-0.78, -0.79, 0.58)
C (-2.60, -0.76, 5.26)
N (-1.64, 0.25, 4.87)
C (-0.66, 0.77, 5.70)
C (0.04, 1.65, 4.96)
N (-0.50, 1.67, 3.69)
B (0.04, 2.54, 2.52)
N (1.40, 1.94, 2.00)
C (2.37, 2.74, 1.43)
C (3.39, 1.95, 1.01)
N (3.04, 0.66, 1.33)
C (3.80, -0.54, 1.03)
C (1.82, 0.66, 1.92)
S (1.10, -0.78, 2.51)
C (-1.52, 0.80, 3.64)
S (-2.56, 0.45, 2.33)
H (-2.90, -0.59, 6.29)
H (-2.16, -1.76, 5.17)
H (-3.46, -0.70, 4.60)
H (-0.56, 0.46, 6.73)
H (0.88, 2.26, 5.22)
H (-0.76, 2.51, 1.64)
H (0.27, 3.64, 2.93)
H (2.24, 3.80, 1.37)
H (4.32, 2.20, 0.54)
H (4.70, -0.25, 0.49)
H (3.21, -1.22, 0.42)
H (4.08, -1.04, 1.95)
O (-5.40, -4.26, -2.18)
C (-4.66, -3.34, -1.54)
C (-4.25, -2.14, -2.13)
C (-3.48, -1.28, -1.39)
N (-3.10, -1.52, -0.13)
C (-3.54, -2.65, 0.43)
Br (-3.11, -2.95, 2.24)
C (-4.30, -3.59, -0.22)
H (-5.59, -3.98, -3.08)
H (-4.52, -1.91, -3.15)
H (-3.14, -0.34, -1.81)
H (-4.63, -4.50, 0.27)
C (0.31, -4.86, -0.88)
S (0.05, -3.13, -0.57)
O (1.30, -2.40, -0.56)
O (-0.58, -3.03, 0.77)
O (-0.90, -2.63, -1.56)
H (0.64, -5.32, 0.05)
H (1.06, -4.97, -1.66)
H (-0.65, -5.27, -1.20)
N (-0.29, 0.76, -0.67)
C (0.49, 1.20, -1.57)
C (1.46, 0.33, -2.33)
C (2.83, 0.55, -2.23)
C (3.72, -0.26, -2.90)
C (3.25, -1.27, -3.73)
C (1.89, -1.47, -3.87)
C (0.99, -0.68, -3.17)
C (0.47, 2.64, -1.99)
C (-0.05, 3.60, -1.12)
C (-0.13, 4.92, -1.51)
C (0.31, 5.31, -2.77)
C (0.83, 4.36, -3.64)
C (0.92, 3.03, -3.25)
H (3.19, 1.37, -1.62)
H (4.79, -0.10, -2.79)
H (3.96, -1.89, -4.28)
H (1.51, -2.25, -4.53)
H (-0.07, -0.85, -3.27)
H (-0.41, 3.28, -0.15)
H (-0.53, 5.66, -0.83)
H (0.24, 6.35, -3.08)
H (1.17, 4.66, -4.62)
H (1.33, 2.30, -3.93)

Computed properties:
LUMO (eV): 0.3
Energy relative to the best compared isomer or geometry (same formula, charge and spin) (eV): 0.929
HOMO energy (eV): -7.49
Calculated total energy (Eh): -5507.77854
Orbital gap (eV): 7.7610

The following is a DFT calculation (ωB97M-V with the def2-TZVPD basis set) of a cluster of 6 separate species, C27H29BF12NO19S in total at a distorted geometry.

CARTESIAN COORDINATES (ANGSTROEM)
O (0.68, -0.27, 2.42)
S (0.25, 0.12, 1.05)
O (-1.24, 0.11, 1.08)
C (0.98, 1.64, 0.47)
C (1.40, 2.59, 1.66)
C (2.66, 2.10, 2.48)
C (3.51, 3.30, 3.08)
C (4.74, 3.69, 2.18)
N (6.06, 3.25, 2.66)
C (7.12, 2.91, 1.80)
C (8.32, 2.59, 2.56)
C (7.96, 2.71, 4.01)
C (6.55, 3.05, 3.93)
B (-0.16, 2.47, -0.33)
O (0.08, 2.82, -1.70)
O (-1.38, 2.92, 0.25)
C (0.70, -1.35, -0.04)
F (1.98, -1.73, 0.29)
F (-0.18, -2.37, 0.34)
C (0.47, -1.11, -1.58)
F (-0.89, -0.86, -1.77)
F (1.16, -0.05, -2.10)
C (0.79, -2.37, -2.50)
F (-0.21, -3.27, -2.43)
F (0.90, -1.88, -3.79)
F (2.02, -2.93, -2.23)
H (0.52, 2.85, 2.30)
H (1.72, 3.57, 1.17)
H (3.30, 1.36, 1.93)
H (2.25, 1.56, 3.38)
H (3.89, 3.06, 4.11)
H (2.86, 4.22, 3.20)
H (4.64, 3.34, 1.11)
H (4.76, 4.83, 2.10)
H (7.05, 2.90, 0.69)
H (9.32, 2.33, 2.15)
H (8.62, 2.59, 4.89)
H (5.88, 3.20, 4.81)
H (-0.48, 2.28, -2.29)
H (-2.07, 2.54, -0.32)
C (-2.56, -4.85, -1.06)
C (-1.90, -6.16, -0.72)
O (-2.87, -6.80, 0.08)
C (-4.08, -6.33, -0.34)
O (-5.12, -6.84, -0.08)
O (-3.94, -5.21, -1.10)
F (-0.78, -5.97, 0.01)
H (-2.40, -4.09, -0.29)
H (-2.23, -4.45, -2.02)
H (-1.67, -6.78, -1.59)
C (-6.67, -7.45, -3.92)
C (-5.45, -6.89, -3.26)
O (-4.83, -6.15, -4.29)
C (-5.85, -5.73, -5.11)
O (-5.75, -4.88, -5.92)
O (-7.00, -6.43, -4.86)
F (-4.61, -7.88, -2.88)
H (-6.47, -8.38, -4.45)
H (-7.49, -7.61, -3.22)
H (-5.66, -6.24, -2.41)
C (-2.18, 6.90, -0.50)
C (-0.85, 7.56, -0.65)
O (-0.19, 7.23, 0.56)
C (-0.72, 6.03, 0.95)
O (-0.23, 5.33, 1.77)
O (-1.87, 5.75, 0.28)
F (-0.97, 8.91, -0.72)
H (-2.90, 7.52, 0.05)
H (-2.62, 6.61, -1.45)
H (-0.26, 7.20, -1.49)
C (3.42, -5.51, -2.86)
C (3.00, -6.46, -1.78)
O (3.82, -7.59, -2.00)
C (4.96, -7.11, -2.57)
O (5.98, -7.73, -2.65)
O (4.80, -5.84, -3.02)
F (1.70, -6.83, -1.93)
H (2.90, -5.69, -3.80)
H (3.30, -4.47, -2.57)
H (3.16, -6.09, -0.76)
C (-5.01, 5.47, 3.54)
C (-3.91, 5.51, 2.51)
O (-3.70, 6.90, 2.35)
C (-4.03, 7.48, 3.54)
O (-3.72, 8.58, 3.86)
O (-4.74, 6.62, 4.32)
F (-4.33, 5.00, 1.33)
H (-6.01, 5.55, 3.09)
H (-4.98, 4.56, 4.14)
H (-2.99, 5.03, 2.83)

Computed properties:
LUMO (eV): 1.9
Charge: -1
HOMO energy (eV): -4.23
Calculated total energy (Eh): -4152.08835
Orbital gap (eV): 6.1219

The following is a DFT calculation (ωB97M-V with the def2-TZVPD basis set) of a structure of composition C27H29BrFNOPPdTe at a distorted geometry.

CARTESIAN COORDINATES (ANGSTROEM)
Pd (-0.73, 0.21, -1.14)
F (-5.73, -0.87, -0.09)
C (-4.75, -0.43, -0.89)
C (-3.84, -1.35, -1.39)
C (-2.81, -0.90, -2.19)
C (-2.65, 0.50, -2.49)
C (-1.61, 0.95, -3.31)
C (-3.64, 1.39, -1.96)
C (-4.67, 0.93, -1.19)
H (-3.98, -2.40, -1.19)
H (-2.22, -1.61, -2.74)
H (-1.53, 1.99, -3.57)
H (-1.05, 0.25, -3.91)
H (-3.58, 2.44, -2.21)
H (-5.44, 1.59, -0.80)
C (0.51, -2.74, -2.74)
P (1.64, -1.35, -3.02)
C (3.26, -1.85, -2.39)
C (1.81, -1.21, -4.82)
O (1.20, -0.04, -2.41)
H (1.05, -3.68, -2.64)
H (-0.18, -2.83, -3.58)
H (-0.06, -2.55, -1.83)
H (3.60, -2.78, -2.84)
H (3.19, -1.98, -1.31)
H (3.96, -1.05, -2.61)
H (1.98, -2.18, -5.28)
H (2.64, -0.54, -5.04)
H (0.89, -0.78, -5.22)
Te (0.39, -0.81, 1.08)
C (2.39, -1.46, 1.52)
C (3.53, -0.88, 0.97)
C (4.78, -1.25, 1.43)
C (4.91, -2.20, 2.43)
C (3.77, -2.79, 2.97)
C (2.51, -2.42, 2.52)
C (0.75, 0.99, 2.16)
C (0.10, 1.24, 3.36)
C (0.39, 2.40, 4.07)
C (1.34, 3.29, 3.59)
C (2.00, 3.03, 2.40)
C (1.70, 1.89, 1.68)
H (3.44, -0.13, 0.19)
H (5.66, -0.79, 1.00)
H (5.89, -2.48, 2.79)
H (3.86, -3.53, 3.75)
H (1.63, -2.87, 2.94)
H (-0.62, 0.54, 3.75)
H (-0.12, 2.60, 5.01)
H (1.57, 4.19, 4.15)
H (2.74, 3.72, 2.02)
H (2.18, 1.71, 0.73)
Br (-0.78, 3.00, -0.45)
C (-2.01, 2.20, 0.75)
C (-2.77, 2.97, 1.61)
C (-3.64, 2.30, 2.46)
C (-3.70, 0.91, 2.42)
C (-2.89, 0.24, 1.52)
N (-2.06, 0.87, 0.69)
H (-2.68, 4.04, 1.61)
H (-4.26, 2.86, 3.14)
H (-4.35, 0.36, 3.08)
H (-2.90, -0.84, 1.46)

Computed properties:
LUMO (spin up / spin down) (eV): -2.4 / -3.5
Multiplicity: 3
Energy relative to the best compared isomer or geometry (same formula, charge and spin) (eV): 0.807
Charge: +1
HOMO energy (spin up / spin down) (eV): -9.58 / -10.94
Calculated total energy (Eh): -4587.17526
Orbital gap (spin up / spin down) (eV): 7.2062 / 7.4110

The following is a DFT calculation (ωB97M-V with the def2-TZVPD basis set) of a structure of composition C27H29BrN5O3SSn at a distorted geometry.

CARTESIAN COORDINATES (ANGSTROEM)
Sn (-0.97, -0.06, 0.57)
Br (5.32, 3.71, -3.32)
C (3.76, 3.27, -2.27)
C (2.53, 3.86, -2.54)
C (1.41, 3.49, -1.81)
C (1.45, 2.43, -0.80)
O (0.41, 2.01, -0.25)
C (2.76, 1.95, -0.50)
C (2.99, 1.05, 0.61)
N (2.11, 0.38, 1.20)
C (2.49, -0.67, 2.04)
C (3.33, -1.65, 1.59)
C (3.61, -2.79, 2.34)
C (3.00, -2.99, 3.53)
C (2.07, -2.04, 4.04)
C (1.34, -2.24, 5.24)
C (0.41, -1.32, 5.60)
C (0.27, -0.16, 4.80)
N (0.96, 0.09, 3.72)
C (1.82, -0.86, 3.31)
C (3.89, 2.36, -1.23)
H (2.40, 4.64, -3.30)
H (0.42, 3.87, -2.02)
H (4.05, 0.91, 0.88)
H (3.76, -1.49, 0.58)
H (4.34, -3.49, 1.97)
H (3.31, -3.83, 4.15)
H (1.52, -3.12, 5.83)
H (-0.13, -1.37, 6.55)
H (-0.42, 0.62, 5.13)
H (4.86, 1.93, -0.99)
N (-2.34, -2.26, 2.33)
C (-3.79, -1.97, 2.14)
C (-4.01, -0.87, 1.11)
O (-4.95, -0.07, 1.22)
O (-3.09, -0.86, 0.20)
H (-1.93, -2.58, 1.45)
H (-2.19, -2.96, 3.04)
H (-4.16, -1.72, 3.12)
H (-4.37, -2.85, 1.84)
N (-1.48, 0.63, -1.68)
C (-2.88, 1.02, -2.10)
C (-3.15, 2.49, -1.87)
C (-3.57, 2.84, -0.46)
N (-2.47, 2.52, 0.45)
H (-0.84, 1.40, -1.74)
H (-1.17, -0.11, -2.29)
H (-3.57, 0.42, -1.53)
H (-2.95, 0.77, -3.17)
H (-3.92, 2.80, -2.56)
H (-2.26, 3.12, -2.14)
H (-4.43, 2.23, -0.23)
H (-3.89, 3.89, -0.47)
H (-2.79, 2.64, 1.41)
H (-1.63, 3.06, 0.27)
S (0.16, -2.10, -0.49)
C (0.15, -1.89, -2.24)
C (1.06, -1.03, -2.85)
C (1.15, -1.01, -4.23)
C (0.35, -1.81, -5.02)
C (-0.64, -2.59, -4.40)
C (-0.73, -2.66, -3.03)
H (1.66, -0.38, -2.26)
H (1.83, -0.32, -4.72)
H (0.42, -1.77, -6.12)
H (-1.28, -3.19, -5.06)
H (-1.43, -3.33, -2.56)

Computed properties:
LUMO (eV): 2.6
Energy relative to the best compared isomer or geometry (same formula, charge and spin) (eV): 0.263
Charge: -1
HOMO energy (eV): -4.44
Calculated total energy (Eh): -4732.42465
Orbital gap (eV): 7.0066

The following is a DFT calculation (ωB97M-V with the def2-TZVPD basis set) of the molecule C27H29ClN6O3 at a distorted geometry.

CARTESIAN COORDINATES (ANGSTROEM)
C (-7.33, -0.93, -0.60)
O (-7.39, 0.38, -0.09)
C (-6.49, 1.27, -0.71)
C (-6.07, 2.32, 0.32)
C (-5.18, 1.70, 1.40)
N (-3.88, 1.35, 0.88)
C (-3.51, 0.08, 0.61)
O (-4.19, -0.89, 0.84)
C (-2.14, -0.04, 0.00)
C (-2.07, -0.91, -1.10)
N (-2.08, -1.57, -2.04)
C (-1.08, 0.65, 0.49)
C (0.28, 0.62, 0.04)
C (0.93, -0.44, -0.63)
N (0.51, -1.73, -0.56)
C (-0.03, -2.28, 0.66)
C (1.09, -3.10, 1.35)
N (2.39, -2.70, 0.86)
C (2.96, -1.51, 1.30)
C (2.35, -0.70, 2.27)
C (2.95, 0.48, 2.68)
C (4.16, 0.89, 2.17)
C (4.78, 0.06, 1.25)
Cl (6.32, 0.53, 0.59)
C (4.22, -1.12, 0.83)
C (2.54, -3.09, -0.53)
C (1.25, -2.72, -1.31)
N (2.04, -0.22, -1.35)
C (2.68, 0.91, -1.24)
C (3.88, 1.11, -2.00)
C (4.27, 0.06, -2.98)
C (4.62, 2.23, -1.77)
C (4.22, 3.18, -0.81)
C (3.06, 2.99, -0.14)
N (2.29, 1.89, -0.36)
C (1.02, 1.82, 0.29)
O (0.66, 2.76, 0.97)
H (-8.08, -1.50, -0.05)
H (-7.57, -0.96, -1.67)
H (-6.34, -1.37, -0.43)
H (-6.97, 1.75, -1.57)
H (-5.60, 0.73, -1.07)
H (-6.97, 2.72, 0.79)
H (-5.54, 3.14, -0.18)
H (-5.06, 2.39, 2.24)
H (-5.64, 0.78, 1.76)
H (-3.28, 2.11, 0.58)
H (-1.26, 1.37, 1.28)
H (-0.37, -1.47, 1.31)
H (-0.90, -2.91, 0.43)
H (0.98, -4.16, 1.10)
H (1.04, -3.01, 2.43)
H (1.40, -0.96, 2.69)
H (2.44, 1.10, 3.41)
H (4.62, 1.82, 2.48)
H (4.77, -1.74, 0.15)
H (3.38, -2.58, -0.97)
H (2.71, -4.17, -0.57)
H (0.59, -3.58, -1.43)
H (1.49, -2.31, -2.28)
H (3.40, -0.30, -3.51)
H (4.72, -0.78, -2.45)
H (5.00, 0.45, -3.69)
H (5.54, 2.39, -2.32)
H (4.82, 4.05, -0.62)
H (2.66, 3.67, 0.60)

Computed properties:
LUMO (eV): -0.5
Energy relative to the best compared isomer or geometry (same formula, charge and spin) (eV): 0.000
HOMO energy (eV): -8.08
Calculated total energy (Eh): -2060.74280
Orbital gap (eV): 7.5966

The following is a DFT calculation (ωB97M-V with the def2-TZVPD basis set) of a structure of composition C27H29CoN6O3SSi at a distorted geometry.

CARTESIAN COORDINATES (ANGSTROEM)
Co (0.07, 0.88, 0.18)
C (1.67, 0.26, 3.98)
O (0.80, 1.14, 4.70)
C (-0.34, 1.64, 4.17)
C (-1.25, 2.13, 5.10)
C (-2.48, 2.64, 4.71)
C (-2.81, 2.69, 3.37)
C (-1.91, 2.25, 2.39)
C (-2.28, 2.35, 1.01)
N (-1.52, 2.01, 0.03)
N (-2.01, 2.09, -1.24)
C (-1.31, 1.35, -2.05)
O (-0.30, 0.63, -1.61)
C (-1.65, 1.27, -3.47)
C (-2.63, 2.10, -4.02)
C (-2.95, 2.00, -5.36)
C (-2.29, 1.07, -6.16)
C (-1.33, 0.24, -5.62)
C (-1.01, 0.33, -4.28)
C (-0.65, 1.71, 2.79)
O (0.22, 1.31, 1.88)
H (2.37, -0.11, 4.72)
H (2.21, 0.78, 3.19)
H (1.12, -0.57, 3.55)
H (-0.97, 2.07, 6.15)
H (-3.18, 2.98, 5.46)
H (-3.78, 3.07, 3.07)
H (-3.27, 2.73, 0.75)
H (-3.13, 2.81, -3.37)
H (-3.71, 2.64, -5.79)
H (-2.54, 1.00, -7.22)
H (-0.84, -0.50, -6.24)
H (-0.26, -0.31, -3.83)
C (-2.33, -4.44, 0.82)
Si (-0.47, -4.68, 0.66)
C (0.16, -5.50, 2.24)
C (-0.19, -5.76, -0.86)
C (0.70, -3.19, 0.41)
C (2.04, -3.44, 0.17)
C (2.95, -2.41, -0.04)
C (2.49, -1.12, -0.02)
N (1.21, -0.83, 0.21)
C (0.31, -1.82, 0.43)
S (-1.28, -1.25, 0.74)
H (-2.81, -5.42, 0.91)
H (-2.74, -3.93, -0.04)
H (-2.58, -3.85, 1.70)
H (-0.38, -6.42, 2.45)
H (0.01, -4.83, 3.09)
H (1.23, -5.73, 2.19)
H (-0.74, -6.70, -0.78)
H (0.87, -6.01, -1.02)
H (-0.54, -5.25, -1.76)
H (2.39, -4.47, 0.16)
H (4.00, -2.62, -0.22)
H (3.16, -0.28, -0.19)
N (4.14, 3.34, -2.74)
C (3.34, 3.40, -1.64)
C (2.40, 2.40, -1.36)
N (1.61, 2.48, -0.30)
C (1.74, 3.55, 0.49)
C (2.68, 4.52, 0.21)
N (3.49, 4.45, -0.84)
H (4.14, 2.54, -3.34)
H (4.82, 4.07, -2.87)
H (2.26, 1.54, -2.01)
H (1.08, 3.61, 1.35)
H (2.80, 5.38, 0.86)

Computed properties:
LUMO (spin up / spin down) (eV): 0.0 / -1.1
Multiplicity: 5
Energy relative to the best compared isomer or geometry (same formula, charge and spin) (eV): 0.573
HOMO energy (spin up / spin down) (eV): -7.57 / -7.47
Calculated total energy (Eh): -3671.01746
Orbital gap (spin up / spin down) (eV): 7.5576 / 6.4018